DFT (ωB97M-V with the def2-TZVPD basis set) results for a single C3H2N2O2 molecule.

```
9
Properties=species:S:1:pos:R:3:forces:R:3
N -1.92996 -1.15142 0.19061 1.1 0.5 -0.1
C -0.90922 -0.42141 0.08233 0.5 -0.1 -0.3
O 0.37197 -0.63703 -0.46498 -0.9 -0.8 0.5
C 1.42541 0.32120 -0.22643 0.7 -0.7 -0.8
O 1.97718 0.79503 -1.15960 -0.3 -0.3 0.5
C -0.82109 0.98287 0.45539 0.7 1.0 0.0
N -0.11322 1.90019 0.48399 -1.7 0.4 0.7
H -1.84058 -2.11983 -0.12041 0.3 0.3 -0.1
H 1.75806 0.42137 0.82334 -0.5 -0.3 -0.4
```
Positions in Å, forces in eV/Å.

Calculated values
SMILES: [H]/N=C(/C#N)OC=O
E_HOMO: -0.422 Ha
2S+1: 1

And the Mulliken charges, in e, turn out to be: number 1, N, carries -0.586; number 2, C, carries 0.435; number 3, O, carries -0.314; number 4, C, carries 0.122; number 5, O, carries -0.391; number 6, C, carries 0.432; number 7, N, carries -0.412; number 8, H, carries 0.284; number 9, H, carries 0.432


DFT (ωB97M-V with the def2-TZVPD basis set) results for 8 unconnected molecules or ions with the total composition C26H73N5O8.

```
112
Properties=species:S:1:pos:R:3:forces:R:3
C -10.93992 -0.51244 -5.32463 -0.5 1.8 -1.7
C -11.68760 0.68336 -6.05551 1.5 1.2 2.1
C -10.98969 1.29458 -7.30007 0.3 -2.3 -0.4
O -9.65081 1.63857 -7.07693 0.4 0.8 0.8
C -9.00092 2.15053 -8.24860 -0.4 0.4 1.2
N -13.03780 0.28547 -6.23340 -1.1 -1.0 -1.2
H -9.99954 -0.03472 -5.04974 0.4 -1.0 -0.1
H -10.96977 -1.26197 -6.11547 1.0 -0.4 0.1
H -11.42979 -0.96712 -4.46358 -0.3 0.6 0.1
H -11.72867 1.51526 -5.35240 0.6 0.3 0.4
H -11.56986 2.10315 -7.74473 -0.2 0.2 0.2
H -10.87104 0.50057 -8.03735 -0.9 -0.3 -0.6
H -8.59643 1.34937 -8.86717 -0.2 0.0 -0.2
H -8.20367 2.79322 -7.87516 0.2 -0.2 -0.2
H -9.70180 2.80394 -8.76813 0.1 -0.1 -0.4
H -13.41639 0.20877 -5.30018 -0.5 -0.1 -0.2
H -13.59065 0.93510 -6.77417 -0.1 0.2 0.1
C -22.34868 -1.63118 -9.07750 0.4 0.1 -0.3
C -21.41229 -2.85673 -9.02031 -0.7 0.9 0.2
C -20.11294 -2.57542 -8.13937 -0.7 -0.5 -2.1
O -19.39018 -1.47107 -8.71743 0.4 -0.2 0.0
C -18.70645 -1.77763 -9.96025 -0.7 -1.0 1.2
N -22.19997 -4.00135 -8.60870 0.0 -1.3 1.3
H -23.30292 -1.85058 -9.55645 0.1 -0.3 -0.1
H -21.88470 -0.84561 -9.67390 0.1 0.1 0.1
H -22.60099 -1.21961 -8.10023 0.3 -0.2 0.1
H -21.12594 -3.14427 -10.03196 0.7 0.9 -0.3
H -19.56150 -3.51246 -8.21661 0.6 -0.1 0.0
H -20.25614 -2.42286 -7.06964 -0.4 0.5 -0.2
H -19.44220 -2.23014 -10.62508 0.2 0.5 -0.6
H -17.97081 -2.56328 -9.78801 0.3 -0.2 0.2
H -18.15182 -0.92973 -10.36219 -0.6 0.2 0.2
H -21.65600 -4.84817 -8.69295 0.7 -0.2 0.5
H -22.92334 -4.26185 -9.26366 -0.5 0.9 -0.2
C -9.59579 2.67920 -12.15677 -0.3 -0.2 0.4
C -10.88552 3.45870 -11.84379 -1.7 0.8 -0.9
C -11.96159 2.96553 -10.76939 0.4 -0.6 -0.3
O -13.34504 3.41855 -10.96627 0.9 0.0 0.4
C -14.23642 2.76775 -10.05314 0.2 -0.6 -0.1
N -10.49734 4.81712 -11.54066 -0.1 1.2 1.6
H -9.11339 2.41330 -11.21620 0.4 0.0 -0.2
H -8.95326 3.30747 -12.77364 0.1 0.5 0.5
H -9.64288 1.81495 -12.81931 -0.8 -0.4 0.4
H -11.47911 3.51199 -12.75643 -0.2 -0.5 -0.3
H -11.70368 3.17195 -9.73065 0.4 0.6 0.0
H -11.89940 1.87769 -10.79820 -0.5 -0.4 -0.3
H -15.27486 3.09832 -10.07467 0.2 0.4 -1.1
H -14.05429 2.87653 -8.98398 1.0 0.3 0.2
H -14.21028 1.69834 -10.26239 -0.2 -0.2 0.0
H -10.14850 5.43861 -12.25632 0.3 -0.7 -0.6
H -11.28800 5.33113 -11.17906 -0.2 -0.1 0.3
C -11.07601 -4.59642 -10.13363 0.7 1.7 0.8
C -10.34868 -5.64235 -9.26214 0.3 0.9 -2.4
C -10.30141 -5.37073 -7.72196 -0.2 -0.6 2.2
O -9.29298 -6.08294 -7.02584 -1.6 0.4 -2.0
C -9.71555 -6.59169 -5.77111 1.1 -0.2 0.0
N -10.99111 -6.88778 -9.56584 0.8 0.0 3.1
H -10.92137 -4.67487 -11.20975 0.0 -1.0 0.1
H -10.62292 -3.62226 -9.94973 0.0 0.2 0.4
H -12.13657 -4.44451 -9.93302 -0.1 -0.4 0.2
H -9.27558 -5.58363 -9.44409 0.0 -0.6 -0.8
H -11.28718 -5.48451 -7.27095 -0.1 -0.5 0.2
H -10.02553 -4.35222 -7.44881 0.1 0.9 -1.3
H -10.05277 -5.70860 -5.22839 -0.1 -0.4 0.6
H -8.78742 -7.03629 -5.41192 -0.3 0.2 0.6
H -10.46585 -7.37784 -5.85543 -0.4 0.2 -0.2
H -10.58723 -7.63672 -9.02172 1.1 -0.9 -0.7
H -11.84731 -6.88579 -9.03011 -1.6 0.3 -0.9
C -12.45878 1.69023 -14.79216 -0.7 0.4 0.1
C -12.54306 0.33721 -15.58859 1.3 1.5 2.0
C -13.51177 -0.63159 -14.83935 -0.5 1.3 -0.7
O -13.44770 -0.59523 -13.41733 1.2 -0.1 0.2
C -12.21827 -1.00679 -12.82990 0.0 -0.6 -0.1
N -12.73571 0.55152 -17.00972 -0.7 -0.7 0.0
H -11.98187 1.65888 -13.81253 -0.3 -0.5 0.1
H -13.45152 2.12720 -14.68426 -0.4 -0.4 0.4
H -11.97903 2.56783 -15.22547 0.7 -0.5 -1.0
H -11.55249 -0.10128 -15.46776 0.2 -0.2 -0.2
H -13.41146 -1.61399 -15.30078 0.1 -0.4 0.4
H -14.53702 -0.28170 -14.95991 -0.1 -0.1 -0.6
H -11.33289 -0.43218 -13.10196 -0.1 0.3 -0.3
H -12.01605 -2.04978 -13.07356 0.1 -0.3 -0.3
H -12.25874 -0.98489 -11.74087 -0.6 0.3 0.0
H -12.14007 1.30867 -17.31312 0.1 0.0 0.0
H -13.68097 0.84160 -17.21569 -0.2 0.0 0.0
C -14.78452 -6.12971 -6.53908 0.4 -1.1 -0.3
C -14.21214 -7.26351 -7.44504 -0.9 1.2 -0.1
O -13.17462 -7.94701 -6.80917 1.0 -0.5 0.1
H -15.06351 -6.55702 -5.57593 -0.7 -0.3 -0.2
H -15.59732 -5.63394 -7.06979 0.0 0.1 0.4
H -14.04158 -5.41587 -6.18329 0.3 0.2 -0.8
H -13.87206 -6.87844 -8.40638 0.6 0.6 0.0
H -14.95828 -7.95354 -7.83905 -0.5 -0.1 0.7
H -13.51727 -8.76209 -6.43523 0.0 0.0 0.1
C -15.56553 -3.37314 -12.77334 0.4 -0.4 0.6
C -14.88135 -4.52078 -11.98304 0.3 1.9 -1.9
O -15.41996 -4.54760 -10.70407 -0.6 -1.1 1.0
H -15.42123 -2.48311 -12.16086 -0.2 0.3 -0.4
H -16.62923 -3.59009 -12.87117 -0.1 0.0 0.1
H -15.17579 -3.24543 -13.78323 0.2 0.1 0.1
H -13.83119 -4.28342 -11.81296 0.2 0.0 -0.4
H -14.94745 -5.38281 -12.64685 -0.1 -0.7 0.8
H -16.10089 -5.22352 -10.67126 -0.2 0.1 0.1
C -14.73838 -2.26710 -7.99927 -0.3 -2.0 0.7
C -13.69801 -1.80768 -9.00070 -0.8 0.5 0.0
O -12.42177 -1.71110 -8.45224 1.0 0.1 0.4
H -14.94248 -1.77925 -7.04615 0.5 1.3 -0.5
H -14.38049 -3.20236 -7.56880 0.0 -0.6 -0.3
H -15.72155 -2.48539 -8.41620 0.1 0.1 -0.4
H -14.09194 -0.87541 -9.40542 0.5 0.5 -0.3
H -13.48944 -2.47015 -9.84078 -1.0 -0.3 -0.1
H -12.49400 -1.15460 -7.67333 -0.1 0.4 0.6
```
Positions in Å, forces in eV/Å.

Calculated values
net charge: +1
E_HOMO (spin up / spin down): -0.384 / -0.384 Ha
2S+1: 2

Atom charges from the Mulliken analysis, given in e for atoms 1 to 99: number 1, C, carries -1.084; number 2, C, carries -0.368; number 3, C, carries 0.233; number 4, O, carries -0.395; number 5, C, carries -0.467; number 6, N, carries -0.434; number 7, H, carries 0.379; number 8, H, carries -0.002; number 9, H, carries 0.408; number 10, H, carries 0.616; number 11, H, carries 0.065; number 12, H, carries 0.267; number 13, H, carries 0.263; number 14, H, carries 0.348; number 15, H, carries 0.071; number 16, H, carries 0.274; number 17, H, carries 0.098; number 18, C, carries -1.393; number 19, C, carries 0.573; number 20, C, carries -0.458; number 21, O, carries -0.373; number 22, C, carries -0.572; number 23, N, carries -0.778; number 24, H, carries 0.404; number 25, H, carries 0.299; number 26, H, carries 0.321; number 27, H, carries 0.139; number 28, H, carries 0.189; number 29, H, carries 0.374; number 30, H, carries 0.329; number 31, H, carries 0.122; number 32, H, carries 0.307; number 33, H, carries 0.240; number 34, H, carries 0.271; number 35, C, carries -1.043; number 36, C, carries 0.542; number 37, C, carries -0.528; number 38, O, carries -0.429; number 39, C, carries -0.540; number 40, N, carries -0.755; number 41, H, carries 0.049; number 42, H, carries 0.409; number 43, H, carries 0.238; number 44, H, carries 0.304; number 45, H, carries 0.386; number 46, H, carries 0.236; number 47, H, carries 0.375; number 48, H, carries 0.240; number 49, H, carries 0.088; number 50, H, carries 0.216; number 51, H, carries 0.239; number 52, C, carries -1.046; number 53, C, carries 0.331; number 54, C, carries -0.245; number 55, O, carries -0.275; number 56, C, carries -0.549; number 57, N, carries -0.313; number 58, H, carries 0.423; number 59, H, carries 0.391; number 60, H, carries -0.014; number 61, H, carries 0.324; number 62, H, carries 0.158; number 63, H, carries 0.390; number 64, H, carries 0.354; number 65, H, carries 0.268; number 66, H, carries 0.259; number 67, H, carries 0.403; number 68, H, carries 0.024; number 69, C, carries -1.013; number 70, C, carries 0.465; number 71, C, carries -0.843; number 72, O, carries -0.159; number 73, C, carries -0.507; number 74, N, carries -0.717; number 75, H, carries -0.190; number 76, H, carries 0.336; number 77, H, carries 0.465; number 78, H, carries 0.204; number 79, H, carries 0.324; number 80, H, carries 0.381; number 81, H, carries 0.287; number 82, H, carries 0.364; number 83, H, carries -0.070; number 84, H, carries 0.275; number 85, H, carries 0.273; number 86, C, carries -0.987; number 87, C, carries 0.045; number 88, O, carries -0.486; number 89, H, carries 0.374; number 90, H, carries 0.296; number 91, H, carries 0.193; number 92, H, carries -0.147; number 93, H, carries 0.499; number 94, H, carries 0.297; number 95, C, carries -0.893; number 96, C, carries -0.059; number 97, O, carries -0.289; number 98, H, carries 0.140; number 99, H, carries 0.366


DFT (ωB97M-V with the def2-TZVPD basis set) results for a single C4H8N2O molecule.

```
15
Properties=species:S:1:pos:R:3:forces:R:3
C 0.69676 1.75757 0.25901 0.4 -0.3 -0.2
C -0.65194 -0.29169 0.09772 0.5 -1.0 -0.9
C 0.01355 -1.39658 -0.30788 -1.3 0.4 0.1
N -1.96956 0.14326 -0.01559 -0.2 0.1 0.2
C 1.33667 -0.89631 0.08871 -0.7 2.2 0.8
O -0.33345 -2.65448 -0.71090 0.1 0.1 -0.1
N 0.43911 0.39081 0.68942 1.1 -1.6 0.1
H -1.26224 -2.80171 -0.49558 0.0 0.1 0.0
H -2.22686 0.46829 -0.94040 0.1 0.0 0.2
H -2.21875 0.82740 0.68699 0.0 -0.1 -0.1
H -0.02212 2.42938 0.73425 0.0 -0.1 0.0
H 0.64110 1.89343 -0.83084 0.0 0.0 0.0
H 1.69121 2.04590 0.60013 0.0 0.1 0.0
H 1.96242 -0.44507 -0.67702 0.1 -0.2 -0.1
H 1.90412 -1.47018 0.82198 0.0 0.2 0.1
```
Positions in Å, forces in eV/Å.

Calculated values
SMILES: CN1CC(O)=C1N
E_HOMO: -0.269 Ha
2S+1: 1

And the Mulliken charges, in e, turn out to be: number 1, C, carries -0.916; number 2, C, carries -0.129; number 3, C, carries 0.489; number 4, N, carries -0.563; number 5, C, carries -0.401; number 6, O, carries -0.567; number 7, N, carries -0.199; number 8, H, carries 0.320; number 9, H, carries 0.256; number 10, H, carries 0.268; number 11, H, carries 0.306; number 12, H, carries 0.311; number 13, H, carries 0.314; number 14, H, carries 0.240; number 15, H, carries 0.271


DFT (ωB97M-V with the def2-TZVPD basis set) results for a molecular structure, C3H5CsO4.

```
13
Properties=species:S:1:pos:R:3:forces:R:3
O -3.04420 -0.82349 0.17581 -3.4 -0.6 -0.6
C -2.13924 0.15689 0.03817 0.6 -0.7 1.2
C -2.40344 -2.11502 0.21276 1.1 -2.3 0.3
O -2.26335 1.26861 0.47620 -0.1 -0.6 -0.9
O -1.02958 -0.36930 -0.46537 1.1 -1.8 -1.9
C -1.33286 -1.88822 -0.82957 1.4 1.9 2.6
H -2.44469 -2.29062 1.29648 2.4 0.7 0.2
H -2.52554 -3.32490 0.11194 -2.4 2.4 -1.5
H -1.64671 -1.98007 -1.87432 -0.5 0.5 0.4
H -0.44189 -2.51121 -0.69829 0.2 0.6 0.3
O 1.53176 -2.22542 1.76910 0.1 1.1 -0.8
H 2.07628 -2.68890 2.40698 0.1 -0.1 0.1
Cs 2.31285 0.46857 0.37479 -0.5 -1.0 0.6
```
Positions in Å, forces in eV/Å.

Calculated values
E_HOMO: -0.244 Ha
2S+1: 1

And the Mulliken charges, in e, turn out to be: number 1, O, carries -0.357; number 2, C, carries 0.656; number 3, C, carries -0.226; number 4, O, carries -0.552; number 5, O, carries -0.364; number 6, C, carries -0.286; number 7, H, carries 0.268; number 8, H, carries 0.215; number 9, H, carries 0.268; number 10, H, carries 0.343; number 11, O, carries -1.027; number 12, H, carries 0.117; number 13, Cs, carries 0.945


For reference, energy relative to the best compared isomer or geometry (same formula, charge and spin) by record: 195.7 209.0 319.2 379.8 kJ/mol.